Here is 12 unconnected molecules or ions with the total composition C45H90Cl2O30 from the OMol25 dataset. Energies are from ωB97M-V/def2-TZVPD.

```
167
Properties=species:S:1:pos:R:3:mulliken_charge:R:1
C -1.388 2.020 -5.390 -0.4767
C -1.750 2.399 -6.844 -0.7642
O -0.589 3.032 -7.532 -0.2660
C -0.718 3.991 -8.388 0.8195
O -1.746 4.391 -8.829 -0.5922
O 0.496 4.444 -8.670 -0.2794
C 0.729 5.373 -9.727 -0.6567
H -1.396 2.944 -4.812 -0.0541
H -0.592 1.326 -5.119 0.2941
H -2.295 1.592 -4.962 0.4122
H -2.654 3.006 -6.894 0.3815
H -2.157 1.492 -7.290 0.3660
H 0.317 4.780 -10.544 0.3054
H 1.729 5.723 -9.983 0.2387
H 0.088 6.242 -9.580 0.2633
C -3.186 -3.256 0.988 -0.5133
C -2.405 -4.607 1.208 -0.0192
O -1.701 -4.566 2.451 0.1138
C -2.141 -5.278 3.447 0.3655
O -3.070 -6.085 3.455 -0.6011
O -1.366 -5.034 4.634 -0.0387
C -1.840 -5.657 5.794 -0.7764
H -4.038 -3.337 1.662 0.4037
H -3.497 -3.103 -0.045 0.4077
H -2.478 -2.480 1.280 -0.3269
H -1.639 -4.803 0.458 -0.3630
H -3.038 -5.487 1.088 0.5372
H -1.802 -6.746 5.761 0.2659
H -2.827 -5.223 5.954 0.3276
H -1.237 -5.280 6.620 0.2137
C 1.098 -7.581 -1.662 -1.4727
C 1.167 -6.087 -1.239 1.5188
O 1.277 -5.199 -2.245 -0.3514
C 0.898 -3.930 -2.187 0.6415
O 0.386 -3.281 -1.212 -0.2992
O 0.951 -3.466 -3.435 -0.3897
C 0.444 -2.201 -3.859 -0.2434
H 1.896 -7.908 -2.328 0.3709
H 0.166 -7.671 -2.220 0.3924
H 1.135 -8.237 -0.792 0.3236
H 1.828 -6.022 -0.375 -0.4862
H 0.260 -5.882 -0.670 -0.3904
H -0.570 -1.929 -3.566 0.2839
H 0.476 -2.223 -4.948 0.2966
H 1.137 -1.412 -3.567 -0.0997
C 0.715 -1.261 5.387 -1.0189
C 1.366 -2.684 5.476 -0.1509
O 2.759 -2.652 5.245 -0.1368
C 3.481 -3.758 5.147 0.8300
O 3.176 -4.912 5.568 -0.6645
O 4.650 -3.383 4.662 -0.3407
C 5.469 -4.422 4.071 -0.3707
H 0.871 -0.740 4.442 -0.2766
H 1.008 -0.597 6.200 0.5156
H -0.344 -1.422 5.589 0.4452
H 0.961 -3.370 4.732 0.0929
H 1.123 -3.129 6.442 0.4191
H 6.516 -4.131 4.147 0.4000
H 5.312 -4.504 2.995 -0.1243
H 5.422 -5.422 4.503 0.3143
C -3.318 3.605 8.332 -1.0954
C -2.632 2.293 8.045 -0.2809
O -1.612 2.395 7.085 -0.3037
C -1.844 1.933 5.863 0.6375
O -2.775 1.240 5.457 -0.5695
O -0.911 2.512 5.040 -0.4165
C -0.840 1.965 3.734 -0.2033
H -3.899 3.714 7.416 0.3128
H -2.746 4.446 8.724 0.2975
H -4.074 3.352 9.075 0.3424
H -3.411 1.537 7.953 0.3145
H -2.282 1.991 9.032 0.3852
H 0.197 1.953 3.401 0.1447
H -1.219 2.676 3.000 0.2783
H -1.239 0.954 3.647 0.1287
C 1.709 -8.320 3.519 -1.1979
C 2.907 -7.401 3.701 -0.3320
O 2.782 -6.213 2.933 0.0955
C 3.325 -6.129 1.719 0.1231
O 3.782 -7.060 1.030 -0.6318
O 3.316 -4.858 1.410 0.2518
C 4.232 -4.392 0.463 -0.8824
H 1.826 -8.996 2.672 0.3121
H 0.801 -7.795 3.223 0.1684
H 1.738 -8.879 4.455 0.3840
H 3.853 -7.889 3.468 0.4024
H 3.006 -7.129 4.752 0.3948
H 3.859 -3.422 0.133 0.0063
H 4.187 -5.110 -0.356 0.3748
H 5.255 -4.420 0.838 0.3939
C -2.348 7.991 -5.352 -1.1558
C -1.084 7.135 -5.758 -0.0117
O -0.753 6.526 -4.460 -0.1856
C 0.138 5.494 -4.403 0.5952
O 0.797 5.017 -5.351 -0.6062
O 0.279 4.976 -3.122 -0.2464
C 1.082 3.751 -2.939 -0.5244
H -2.072 8.580 -4.478 0.2536
H -3.112 7.305 -4.985 0.2865
H -2.597 8.782 -6.060 0.4394
H -0.242 7.803 -5.937 0.3199
H -1.293 6.381 -6.517 0.0921
H 0.941 3.350 -1.935 0.2282
H 2.128 4.022 -3.079 0.3293
H 0.837 2.956 -3.643 0.1870
C 4.016 -0.883 -2.687 -0.9282
C 4.092 0.451 -1.927 0.3557
O 4.061 1.593 -2.762 -0.2082
C 5.200 1.978 -3.305 0.5757
O 6.306 1.380 -3.150 -0.6266
O 4.935 3.021 -4.050 -0.2333
C 5.976 3.732 -4.559 -0.7462
H 4.870 -1.053 -3.342 0.4592
H 3.208 -0.878 -3.419 0.2029
H 3.749 -1.733 -2.059 0.0808
H 4.896 0.606 -1.208 0.3427
H 3.233 0.434 -1.257 -0.1811
H 6.636 3.215 -5.255 0.3046
H 6.613 4.115 -3.762 0.3258
H 5.639 4.581 -5.154 0.2502
C -4.536 1.116 2.418 -1.3639
C -3.674 0.309 1.489 1.2242
O -4.534 -0.268 0.503 -0.3658
C -4.628 0.288 -0.750 0.8109
C -5.782 -0.334 -1.526 -1.3043
O -4.039 1.300 -1.226 -0.4697
H -5.023 2.010 2.028 0.3128
H -3.833 1.453 3.180 0.2308
H -5.290 0.595 3.008 0.4157
H -2.822 0.907 1.168 -0.7405
H -3.143 -0.433 2.086 0.2430
H -5.937 0.198 -2.464 0.3446
H -6.734 -0.520 -1.029 0.3550
H -5.439 -1.297 -1.903 0.3008
C -2.937 4.165 0.362 -0.4753
C -2.552 4.490 -1.119 0.0437
O -3.138 5.729 -1.552 -0.3565
C -2.776 6.905 -1.025 0.8369
C -3.528 8.099 -1.551 -1.0395
O -1.912 7.081 -0.137 -0.5921
H -3.127 3.098 0.473 -0.4024
H -3.913 4.524 0.689 0.4612
H -2.164 4.392 1.098 0.4021
H -1.503 4.321 -1.363 -0.0678
H -2.946 3.650 -1.691 0.3037
H -2.843 8.947 -1.529 0.3385
H -4.461 8.296 -1.023 0.2905
H -3.727 8.019 -2.620 0.1869
C 0.515 -1.891 1.879 0.2187
C 1.204 -0.839 0.962 0.3867
O 0.305 -0.558 -0.191 0.1638
C -0.282 0.636 -0.276 0.4558
C -1.058 0.833 -1.606 0.3864
O -0.165 1.560 0.519 -0.6090
H 0.428 -2.807 1.294 0.0983
H -0.499 -1.501 1.954 -0.2040
H 0.901 -2.237 2.837 -0.3924
H 1.374 0.035 1.592 0.0911
H 2.170 -1.193 0.601 -0.0725
H -1.621 1.758 -1.477 -0.6136
H -1.832 0.068 -1.676 0.1712
H -0.388 0.720 -2.458 0.1282
Cl 4.229 0.879 1.617 -0.0654
C 3.798 1.528 3.199 -0.4280
Cl 3.281 0.154 4.210 -0.0133
H 4.675 2.025 3.613 0.3813
H 2.956 2.210 3.079 0.1661
```

Computed properties:
- structure (SMILES) = CCOC(=O)OC.CCOC(=O)OC.CCOC(=O)OC.CCOC(=O)OC.CCOC(=O)OC.CCOC(=O)OC.CCOC(=O)OC.CCOC(=O)OC.CCOC(C)=O.CCOC(C)=O.CCOC(C)=O.ClCCl
- energy (Eh) = -4946.1049
- multiplicity = 1
- orbital gap (eV) = 10.1

***

Here is 4 unconnected molecules or ions with the total composition C4H17NO3 from the OMol25 dataset. Energies are from ωB97M-V/def2-TZVPD.

```
25
Properties=species:S:1:pos:R:3:mulliken_charge:R:1
C 0.063 -1.100 2.030 -0.6371
N 1.533 -1.055 2.091 -0.3871
C 2.074 -0.027 1.173 -0.1790
C 2.113 -0.675 -0.181 -1.4154
C -0.690 0.079 2.641 -1.5151
H -0.378 -1.511 1.127 0.3277
H -0.309 -1.978 2.613 0.3492
H 1.739 -1.149 3.071 0.2810
H 1.459 0.835 1.299 0.1545
H 3.135 0.193 1.429 0.4196
H 1.320 -0.187 -0.820 0.4202
H 3.168 -0.702 -0.534 0.3149
H 1.984 -1.737 -0.322 0.3914
H -0.314 1.068 2.492 0.4053
H -0.584 0.049 3.725 0.2626
H -1.792 0.063 2.695 0.5562
H -3.166 -1.212 -1.055 0.4366
H -2.503 -2.269 -1.993 0.3957
O -3.272 -2.088 -1.450 -1.0521
H -2.619 2.258 -1.019 0.3965
H -2.163 3.559 -1.699 0.7520
O -2.176 2.568 -1.821 -1.5549
H -0.157 1.539 -4.678 0.4344
H 1.080 2.122 -5.414 0.3369
O 0.457 1.355 -5.399 -0.8944
```

Computed properties:
- energy (Eh) = -442.9696
- multiplicity = 2
- energy above the lowest of the compared OMol25 structures with the same formula, charge and spin (kJ/mol) = 144.8
- total charge = -1
- orbital gap (alpha / beta) (eV) = 2.9 / 9.4

***

Here is a molecular structure, C5H9NO from the OMol25 dataset. Energies are from ωB97M-V/def2-TZVPD.

```
16
Properties=species:S:1:pos:R:3:mulliken_charge:R:1
C -1.012 -0.328 1.221 -1.5826
C -0.166 -0.057 -0.025 1.8233
C -0.242 -1.201 -1.031 -1.6690
C -0.299 1.353 -0.638 -0.6241
O 1.099 1.633 -0.356 -0.4183
C 1.254 0.407 0.244 -0.0557
N 2.247 -0.102 0.817 -0.6517
H -0.608 0.181 2.101 0.3874
H -2.041 0.015 1.070 0.3519
H -1.045 -1.398 1.444 0.3799
H 0.174 -2.112 -0.588 0.3876
H -1.283 -1.398 -1.314 0.3915
H 0.329 -0.977 -1.939 0.4142
H -0.949 2.050 -0.099 0.2783
H -0.499 1.394 -1.713 0.2917
H 3.041 0.540 0.808 0.2955
```

Computed properties:
- energy (Eh) = -325.8863
- multiplicity = 1
- energy above the lowest of the compared OMol25 structures with the same formula, charge and spin (kJ/mol) = 134.6
- orbital gap (eV) = 10.9